(1)
Formula: C22H46B2NO9
Source: the OMol25 dataset
Level of theory: the ωB97M-V functional and the def2-TZVPD basis

Computed properties:
**ΔE to the lowest compared entry with this formula, charge and spin**: 976.0 kJ/mol
**DFT total energy**: -1647.10597 a.u.
**Net charge**: -1
**Frontier orbital gap**: 0.2299 Ha
**Spin multiplicity**: 1

Atoms and positions in Å:
C  -1.71380  4.02566  2.45620
C  -1.01326  4.27848  0.97994
C  -1.59732  5.58590  0.13001
C  -1.01498  6.00309  -1.37339
C  0.21009  5.07711  -1.95834
C  0.77816  3.77031  -1.09209
C  0.19909  3.30193  0.35954
C  0.61537  2.04482  1.28136
B  1.88921  1.13995  0.88603
B  3.01344  1.34040  2.12166
N  3.66800  2.69010  2.34509
O  3.31457  0.16966  3.01916
O  2.36498  0.93836  -0.48480
C  1.90102  -0.21259  -1.27442
C  1.08307  -0.98797  -0.03646
O  1.40325  -0.24585  1.22830
H  -1.94789  2.89279  2.63328
H  -0.96058  4.37984  3.31160
H  -2.67536  4.70430  2.60328
H  -2.47646  6.24976  0.54994
H  -1.43727  6.89842  -1.99815
H  0.69595  5.28566  -3.01568
H  1.64922  3.16884  -1.58045
H  0.78282  2.45360  2.39075
H  -0.33697  1.33117  1.37263
H  4.54461  2.52501  2.89196
H  3.02328  3.18775  3.03035
H  2.53387  0.12001  3.67519
H  1.22596  0.10636  -2.17561
H  2.82060  -0.79219  -1.71853
H  1.49465  -2.07586  -0.15720
H  -0.01525  -0.94097  -0.43643
C  -3.29658  0.48618  -0.42120
O  -2.99916  -0.90132  -0.28895
C  -3.09879  -1.35564  1.06358
C  -4.45281  -2.02606  1.33654
O  -5.53451  -1.09899  1.21086
C  -6.16319  -1.16598  -0.06576
H  -3.53577  0.68651  -1.46871
H  -4.14653  0.79034  0.19367
H  -2.41836  1.07616  -0.14367
H  -2.91798  -0.53175  1.76122
H  -2.30618  -2.09877  1.20992
H  -4.45854  -2.39045  2.37073
H  -4.60520  -2.88700  0.67907
H  -6.86551  -2.00607  -0.08349
H  -5.44536  -1.27679  -0.87888
H  -6.72150  -0.23887  -0.21929
C  5.10705  3.45899  -0.71915
O  5.68635  3.91111  -1.94026
C  6.98259  4.48529  -1.75115
C  8.09824  3.47583  -2.05718
O  8.07903  2.37621  -1.14297
C  7.39842  1.24144  -1.67076
H  4.31196  2.74873  -0.95999
H  5.83342  2.96146  -0.07273
H  4.66867  4.30775  -0.18644
H  7.08148  4.88858  -0.73834
H  7.06692  5.32182  -2.45470
H  9.06520  3.97871  -1.93691
H  8.03411  3.11950  -3.08948
H  8.06973  0.69044  -2.33788
H  6.49225  1.51336  -2.21266
H  7.12228  0.59165  -0.83630
C  -3.19273  -8.16168  -1.46051
O  -3.49480  -8.41832  -0.09157
C  -2.95644  -7.42311  0.78329
C  -4.00993  -6.37152  1.15967
O  -4.43792  -5.62282  0.01880
C  -5.65255  -6.12076  -0.53458
H  -3.89132  -8.73223  -2.07783
H  -3.28661  -7.10402  -1.71649
H  -2.17568  -8.49921  -1.67974
H  -2.07284  -6.95535  0.33757
H  -2.63770  -7.93941  1.69637
H  -3.55695  -5.66058  1.86091
H  -4.86586  -6.83370  1.66015
H  -6.50057  -5.74294  0.04630
H  -5.68516  -7.21034  -0.55632
H  -5.73669  -5.75026  -1.55950

---

(2)
Formula: C56H55Cl2NO28
Source: the OMol25 dataset
Level of theory: the ωB97M-V functional and the def2-TZVPD basis

Computed properties:
**DFT total energy**: -5248.11222 a.u.
**Frontier orbital gap**: 0.2386 Ha
**Spin multiplicity**: 1

Atoms and positions in Å:
C  -2.93629  2.81963  -0.82017
O  -1.52956  2.66573  -0.43932
C  -0.66350  2.29172  -1.56756
C  -0.36216  3.72001  -2.38507
O  0.54164  4.62712  -1.62607
C  1.46168  5.34330  -2.52279
C  2.70952  4.43508  -3.07589
Cl  3.66000  3.28828  -1.92354
C  3.10811  4.49491  -4.51948
C  4.34573  3.55181  -5.12422
Cl  2.25257  5.59175  -5.78851
C  -1.40393  1.22173  -2.60369
C  -0.37538  0.31728  -3.49402
C  0.98045  0.81235  -4.26600
C  1.89975  -0.24078  -5.17950
C  1.46895  -1.82803  -5.36959
C  0.12329  -2.35333  -4.58818
C  -0.34648  -3.92816  -4.74442
C  -0.76303  -1.29893  -3.68707
O  0.61386  1.66826  -1.19387
C  1.04523  2.00615  0.16646
C  0.51512  0.92088  1.32376
N  1.66159  0.05324  1.79282
C  1.46627  -1.34193  1.23636
C  2.11106  -1.43718  -0.26828
C  1.94155  -3.01326  -0.79490
O  3.53071  -1.02007  -0.31171
H  -3.13164  3.28426  -1.87430
H  -3.46223  1.75284  -0.76784
H  -3.49231  3.48348  0.00027
H  -1.36049  4.35397  -2.54850
H  0.08259  3.55139  -3.45347
H  1.94590  6.21712  -1.86931
H  0.82417  5.87180  -3.35004
H  5.19654  3.40109  -4.33111
H  4.78731  4.17417  -6.04216
H  3.96114  2.51924  -5.55087
H  -2.08088  1.86414  -3.32743
H  -2.10965  0.45140  -2.02556
H  1.33032  1.92496  -4.18484
H  2.87431  0.10031  -5.76621
H  2.09129  -2.56421  -6.03629
H  -0.20061  -4.24787  -5.88046
H  0.27345  -4.66278  -4.07068
H  -1.51387  -3.99485  -4.54065
H  -1.74096  -1.68225  -3.15145
H  0.86234  3.12756  0.48356
H  2.23258  1.87587  0.17516
H  0.20069  1.59666  2.25601
H  -0.44638  0.34237  0.99257
H  1.61747  0.06429  2.85188
H  0.33362  -1.68730  1.21113
H  2.02994  -2.07776  1.98031
H  1.55093  -0.78017  -1.07385
H  1.50416  -3.62068  0.11317
H  1.23358  -3.03511  -1.72856
H  3.03335  -3.36288  -1.10423
H  3.80461  -1.04900  -1.29476
O  -7.75816  7.01805  4.13211
C  -7.07425  6.08330  3.73021
C  -5.60638  6.08457  3.82992
C  -4.89023  5.05800  3.36737
O  -3.51056  5.05146  3.46033
C  -5.54560  3.88113  2.73366
O  -4.85962  2.96102  2.30124
C  -7.01449  3.86865  2.65560
C  -7.73102  4.89358  3.12123
O  -9.11216  4.88780  3.05371
H  -5.14288  6.94740  4.29081
H  -3.22586  4.20325  3.05537
H  -7.47877  2.99865  2.20854
H  -9.39642  5.73863  3.45317
O  -7.07436  0.32463  0.76684
C  -6.39046  -0.61012  0.36493
C  -4.92258  -0.60885  0.46464
C  -4.20644  -1.63541  0.00210
O  -2.82676  -1.64196  0.09505
C  -4.86181  -2.81229  -0.63161
O  -4.17582  -3.73240  -1.06403
C  -6.33069  -2.82477  -0.70967
C  -7.04723  -1.79984  -0.24405
O  -8.42836  -1.80562  -0.31157
H  -4.45908  0.25398  0.92554
H  -2.54206  -2.49017  -0.30990
H  -6.79498  -3.69477  -1.15674
H  -8.71262  -0.95479  0.08789
O  1.11297  -5.46109  2.10822
C  1.79687  -6.39584  1.70632
C  3.26475  -6.39457  1.80603
C  3.98089  -7.42113  1.34348
O  5.36057  -7.42768  1.43644
C  3.32553  -8.59801  0.70977
O  4.01151  -9.51812  0.27735
C  1.85664  -8.61049  0.63171
C  1.14010  -7.58556  1.09734
O  -0.24103  -7.59134  1.02982
H  3.72825  -5.53174  2.26693
H  5.64527  -8.27589  1.03148
H  1.39235  -9.48049  0.18465
H  -0.52529  -6.74051  1.42928
O  3.18802  13.01952  -2.72830
C  2.96637  11.88368  -2.32364
C  1.60121  11.38004  -2.10618
C  1.39495  10.14356  -1.64878
O  0.11451  9.66290  -1.44473
C  2.53192  9.23360  -1.33988
O  2.31121  8.10898  -0.90323
C  3.89626  9.72835  -1.58005
C  4.10264  10.96362  -2.04075
O  5.38208  11.43473  -2.27142
H  0.78407  12.05288  -2.33269
H  0.23001  8.74673  -1.11038
H  4.71300  9.04989  -1.36808
H  5.26670  12.35288  -2.59999
O  0.49733  6.89668  5.16380
C  0.35974  5.76850  5.62349
C  -0.84698  4.96297  5.37945
C  -0.97238  3.74440  5.90860
O  -2.10260  2.98085  5.68107
C  0.09638  3.15887  6.76361
O  -0.05558  2.04377  7.25108
C  1.31335  3.95418  6.98800
C  1.44043  5.17140  6.45608
O  2.58247  5.92380  6.66044
H  -1.61700  5.40176  4.75794
H  -1.95427  2.14282  6.17118
H  2.09003  3.50894  7.59697
H  2.43150  6.76414  6.17533
O  1.37257  -15.04294  2.38692
C  2.06152  -14.75522  1.41451
C  2.42902  -15.74675  0.39156
C  3.19463  -15.40450  -0.64639
O  3.54155  -16.33067  -1.61285
C  3.70556  -14.01536  -0.80567
O  4.42249  -13.73538  -1.76054
C  3.31844  -13.01804  0.20397
C  2.54997  -13.35927  1.24018
O  2.17982  -12.42674  2.19176
H  2.05259  -16.75337  0.52095
H  4.09906  -15.84042  -2.25577
H  3.68229  -12.00762  0.06618
H  1.62738  -12.91842  2.83777

---

(3)
Formula: C3H5O3PS
Source: the OMol25 dataset
Level of theory: the ωB97M-V functional and the def2-TZVPD basis

Computed properties:
**ΔE to the lowest compared entry with this formula, charge and spin**: 331.6 kJ/mol
**DFT total energy**: -1082.49202 a.u.
**Frontier orbital gap (spin up / spin down)**: 0.2688 / 0.2688 Ha
**Spin multiplicity**: 1

Atoms and positions in Å:
C  -0.22060  -1.24413  0.18413
C  0.08146  -0.04520  -0.48114
C  -0.03742  1.27485  0.04838
O  -2.71673  -2.08511  -0.87693
O  -2.57578  0.15201  0.26126
O  -2.54077  2.29772  -0.78937
P  -2.29100  -1.59503  0.42794
S  -2.23616  1.61283  0.45738
H  -0.16227  -2.22715  -0.27154
H  0.00713  -1.22477  1.18379
H  0.14714  -0.23120  -1.48124
H  0.26820  2.05322  -0.58192
H  0.19099  1.60476  1.11692

---

(4)
Formula: C4H8N2O
Source: the OMol25 dataset
Level of theory: the ωB97M-V functional and the def2-TZVPD basis

Computed properties:
**ΔE to the lowest compared entry with this formula, charge and spin**: 260.4 kJ/mol
**DFT total energy**: -341.90445 a.u.
**Frontier orbital gap**: 0.4012 Ha
**Spin multiplicity**: 1

Atoms and positions in Å:
C  -1.82491  0.62258  0.59200
N  -0.43475  0.20136  0.74883
C  0.26235  -0.11161  -0.45872
C  1.74738  -0.32909  -0.23597
O  2.40429  0.84447  0.15222
C  -1.11421  -1.60950  -1.88803
N  -0.26153  -1.31921  -1.12437
H  -2.44136  -0.07685  0.00169
H  -2.27423  0.72784  1.58404
H  -1.86275  1.60472  0.10669
H  -0.37224  -0.58360  1.39055
H  0.10895  0.70969  -1.16650
H  2.18246  -0.65729  -1.18314
H  1.86788  -1.14865  0.49106
H  2.01267  1.12514  0.98964